Entry 1:
Entry from the OMol25 dataset: a structure of composition C26H26BClLiN4O4PS3 (ωB97M-V/def2-TZVPD).

Values from the calculation:
- total charge = -2

```
67
Properties=species:S:1:pos:R:3:mulliken_charge:R:1
Li -0.08263 -0.34527 1.84083 0.634
Cl 1.42085 -0.17739 -0.26041 -0.184
C 2.18325 1.36848 -0.25749 0.622
C 3.54177 1.44658 -0.00394 -0.542
C 4.16019 2.68395 0.02029 -0.525
C 3.41791 3.82923 -0.21712 -0.798
C 2.05816 3.73576 -0.47040 -0.093
C 1.41043 2.50410 -0.50054 -0.013
P -0.39718 2.28927 -0.81935 0.607
C -0.34371 2.36931 -2.68388 0.106
C -1.56202 2.15002 -3.33733 -0.290
C -1.62608 1.98635 -4.71132 -0.656
C -0.46104 1.99957 -5.46851 -0.413
C 0.75736 2.18575 -4.83383 -0.763
C 0.81572 2.37046 -3.45722 -0.378
C -0.94923 4.01175 -0.42570 0.026
C -0.91332 4.39692 0.91989 0.067
C -1.36685 5.64568 1.31169 -0.749
C -1.86107 6.54348 0.37217 -0.503
C -1.90357 6.17155 -0.96288 -0.635
C -1.45910 4.91460 -1.35713 -0.447
H 4.09416 0.54416 0.22176 0.362
H 5.21780 2.75296 0.24559 0.308
H 3.89611 4.80179 -0.19671 0.342
H 1.49097 4.63891 -0.65050 0.416
H -2.46832 2.07646 -2.74418 0.449
H -2.58465 1.82400 -5.19043 0.370
H -0.50128 1.83512 -6.53888 0.352
H 1.67262 2.19437 -5.41516 0.370
H 1.77859 2.50697 -2.98122 0.324
H -0.52273 3.69767 1.65360 0.428
H -1.33726 5.91998 2.35956 0.448
H -2.21491 7.52124 0.67812 0.325
H -2.28421 6.86366 -1.70612 0.373
H -1.50088 4.64611 -2.40442 0.317
C 2.45729 -2.94521 1.78284 -0.953
N 1.23482 -3.13052 2.52315 0.325
C 1.15158 -3.20879 3.89820 -0.599
C -0.15639 -3.18054 4.20759 -0.426
N -0.89468 -3.07930 3.04467 0.188
B -2.44556 -2.81717 3.02490 0.092
N -2.64744 -1.26895 3.05072 0.198
C -2.10592 -0.47733 4.05338 -0.680
C -2.44557 0.80106 3.83116 -0.201
N -3.22881 0.81060 2.69402 0.369
C -3.69279 1.98825 2.01122 -1.119
C -3.34849 -0.46931 2.20646 0.020
S -4.29387 -0.88996 0.86671 -0.561
C -0.03136 -3.01633 2.00140 -0.337
S -0.38454 -2.90671 0.34976 -0.356
H 3.16347 -3.74448 2.02075 0.326
H 2.89058 -1.97331 2.02620 0.271
H 2.20820 -2.97498 0.72528 0.341
H 2.02853 -3.24055 4.51983 0.426
H -0.64601 -3.23152 5.16415 0.510
H -2.87460 -3.28358 4.06696 -0.213
H -2.94247 -3.28827 2.04833 -0.112
H -1.50374 -0.88831 4.84320 0.203
H -2.13747 1.70001 4.33377 0.454
H -4.08971 2.70856 2.72897 0.320
H -4.46799 1.68163 1.31276 0.319
H -2.87596 2.44923 1.45275 0.391
O 0.52280 1.60222 4.47877 -0.798
S 1.00521 1.30953 3.13139 1.150
O 1.33502 -0.14839 2.96896 -0.532
O -0.14942 1.47863 2.13243 -0.552
O 2.12874 2.15810 2.74565 -0.719
```

---

Entry 2:
Entry from the OMol25 dataset: the molecule C22H20N2O4 (ωB97M-V/def2-TZVPD).

Values from the calculation:
- SMILES = O=C(NC[C@H](O)c1ccc([N+](=O)[O-])cc1)C(c1ccccc1)c1ccccc1
- energy relative to the best compared isomer or geometry (same formula, charge and spin) (kcal/mol) = 73.6

```
48
Properties=species:S:1:pos:R:3:mulliken_charge:R:1
O -2.20693 -2.19351 -0.79758 -0.689
C -1.47971 -1.25369 -1.04900 -0.403
N -0.18215 -1.42202 -1.39511 0.088
H 0.41317 -0.61005 -1.46602 0.292
C 0.45006 -2.71237 -1.28058 -1.221
H 1.25490 -2.79292 -2.01334 0.558
H -0.31220 -3.46956 -1.48784 0.455
C 1.00374 -2.92715 0.15017 0.216
O -0.01025 -2.78902 1.11048 -0.636
H -0.85669 -3.05283 0.72198 0.426
C 2.08840 -1.90540 0.39046 -0.467
C 1.79530 -0.71474 1.04685 0.074
C 2.75838 0.26355 1.18413 -0.464
C 4.02421 0.04820 0.65496 -0.049
C 4.33936 -1.14499 0.01322 -0.610
C 3.36866 -2.11611 -0.11653 -0.603
H 3.60191 -3.04605 -0.61333 0.468
H 5.33608 -1.28771 -0.37518 0.497
N 5.02298 1.07828 0.76761 1.006
O 4.68791 2.13566 1.25909 -0.614
O 6.13704 0.83223 0.35573 -0.632
H 2.54739 1.19326 1.68798 0.509
H 0.80819 -0.57148 1.45512 0.557
H 1.43724 -3.94066 0.19946 0.487
C -1.98194 0.19557 -1.06850 1.073
C -3.02968 0.38876 0.00248 -0.015
C -4.15819 1.15206 -0.26281 -0.607
C -5.11343 1.36085 0.71603 -0.696
C -4.95105 0.80590 1.97346 -0.445
C -3.82866 0.04324 2.24618 -0.891
C -2.87128 -0.16227 1.26863 0.162
H -2.00489 -0.76799 1.49278 0.273
H -3.69633 -0.39541 3.22430 0.419
H -5.69798 0.96451 2.73713 0.391
H -5.98785 1.95503 0.49457 0.395
H -4.29180 1.58637 -1.24375 0.399
C -0.86352 1.20911 -0.97245 -0.779
C -0.16712 1.57166 -2.12397 0.083
C 0.89127 2.46081 -2.06274 -0.650
C 1.26346 3.01462 -0.84951 -0.449
C 0.56305 2.67862 0.29578 -0.878
C -0.48748 1.77890 0.23768 0.008
H -1.02841 1.53159 1.13835 0.479
H 0.83335 3.12443 1.24131 0.489
H 2.08828 3.70843 -0.79707 0.452
H 1.42078 2.72646 -2.96581 0.415
H -0.46088 1.15474 -3.07811 0.451
H -2.46667 0.31308 -2.04673 0.675
```

---

Entry 3:
Entry from the OMol25 dataset: the molecule C18H30N2O2S (ωB97M-V/def2-TZVPD).

Values from the calculation:
- SMILES = Cc1ccc(S(=O)(=O)NC2CC(C)(C)NC(C)(C)C2)c(C)c1C
- energy relative to the best compared isomer or geometry (same formula, charge and spin) (kcal/mol) = 1.3

```
53
Properties=species:S:1:pos:R:3:mulliken_charge:R:1
C -2.60737 -0.23277 4.50326 -1.786
C -2.57673 -0.24761 3.00262 1.153
C -3.01877 0.87635 2.31180 -1.088
C -2.99922 0.90568 0.93406 -1.188
C -2.53737 -0.19035 0.22855 0.214
C -2.09427 -1.33202 0.88095 1.327
C -2.11999 -1.35549 2.28615 0.882
C -1.64051 -2.59308 2.98690 -1.834
H -1.77943 -2.53054 4.05972 0.443
H -0.58095 -2.75425 2.78849 0.333
H -2.17899 -3.46620 2.62204 0.355
C -1.59850 -2.52949 0.13212 -1.983
H -2.24026 -3.38724 0.33162 0.500
H -0.59089 -2.79415 0.45265 0.380
H -1.59812 -2.34211 -0.93547 0.389
S -2.53580 0.13148 -1.53714 1.431
O -2.10915 -0.99570 -2.32840 -0.717
O -3.77711 0.74640 -1.90240 -0.772
N -1.38379 1.34712 -1.55392 -0.173
H -1.48266 1.94788 -2.35845 0.380
C -0.02881 0.88756 -1.31698 1.891
C 0.79413 1.98949 -0.65570 -2.105
H 0.29078 2.33002 0.24942 0.399
H 0.86163 2.82964 -1.34858 0.290
C 2.21161 1.50780 -0.31692 1.764
N 2.79833 0.89833 -1.49836 -0.319
H 3.73661 0.57420 -1.29375 0.441
C 2.09181 -0.09197 -2.29669 1.656
C 0.67436 0.41938 -2.58680 -1.837
H 0.08343 -0.36726 -3.05651 0.566
H 0.73945 1.26633 -3.27412 0.371
C 2.86114 -0.19317 -3.62257 -1.988
H 3.00035 0.79793 -4.04542 0.455
H 2.31377 -0.80710 -4.33224 0.365
H 3.84080 -0.63743 -3.46102 0.448
C 2.04273 -1.49767 -1.67083 -1.434
H 1.39841 -1.53012 -0.79896 0.017
H 1.66010 -2.20985 -2.39730 0.448
H 3.04273 -1.81075 -1.37402 0.386
C 3.08717 2.72947 0.00409 -1.975
H 2.63069 3.33211 0.78452 0.369
H 3.20968 3.33867 -0.88690 0.455
H 4.07155 2.41223 0.34053 0.445
C 2.18911 0.60410 0.93195 -1.591
H 3.15833 0.12681 1.06588 0.349
H 1.43026 -0.16870 0.86276 0.187
H 1.97715 1.20227 1.81504 0.471
H -0.14788 0.04838 -0.62609 -0.733
H -3.33977 1.76215 0.37673 0.458
H -3.37847 1.73285 2.86216 0.356
H -2.97163 0.72640 4.86151 0.359
H -3.26735 -1.01040 4.88535 0.405
H -1.61234 -0.39562 4.91469 0.385
```

---

Entry 4:
Entry from the OMol25 dataset: the molecule C19H32N2O2 (ωB97M-V/def2-TZVPD).

Values from the calculation:
- SMILES = C=CCCCCCCCCC(=O)NNC1=CC(=O)CC(C)(C)C1
- energy relative to the best compared isomer or geometry (same formula, charge and spin) (kcal/mol) = 40.6

```
55
Properties=species:S:1:pos:R:3:mulliken_charge:R:1
C -2.26900 0.20284 -1.81848 -0.977
C -3.02669 -0.42938 -0.94186 -0.239
C -3.27376 0.04177 0.45661 -0.353
H -4.28073 0.46807 0.51134 0.350
C -3.17679 -1.10633 1.46502 -0.277
C -3.35949 -0.63959 2.91147 -0.889
C -2.14924 0.10327 3.49495 -0.485
C -1.24522 -0.76857 4.37219 -1.073
C -0.59123 -1.95684 3.66560 -0.733
C 0.41183 -1.53262 2.59609 0.620
H 1.22044 -0.96211 3.05651 0.464
H -0.07955 -0.87966 1.87325 -0.718
C 1.00484 -2.74236 1.86224 -0.838
C 1.90052 -2.25293 0.74859 0.422
O 3.10447 -2.14788 0.81283 -0.666
N 1.22194 -1.92655 -0.38927 -0.114
H 0.21355 -1.93068 -0.43917 0.366
N 1.86667 -1.28977 -1.44992 -0.455
C 1.84490 0.08331 -1.53256 0.817
C 0.96513 0.84400 -0.85000 -0.019
C 0.85594 2.27469 -1.02670 -0.119
O 0.02013 2.94209 -0.44343 -0.666
C 1.86666 2.90545 -1.96570 -0.979
H 1.45298 3.84163 -2.34435 0.419
C 2.28339 1.98468 -3.11558 1.831
C 3.39335 2.64821 -3.93320 -2.153
H 3.03904 3.58133 -4.36426 0.424
H 3.71166 1.99672 -4.74433 0.430
H 4.25757 2.86708 -3.30966 0.437
C 1.08598 1.70335 -4.02538 -1.627
H 0.69938 2.63277 -4.43638 0.468
H 1.37840 1.05936 -4.85230 0.424
H 0.28687 1.21603 -3.47337 0.158
C 2.80796 0.67230 -2.51460 -1.413
H 3.01202 -0.04938 -3.30897 0.567
H 3.75084 0.86696 -1.99228 0.322
H 2.74417 3.15439 -1.36049 0.396
H 0.27944 0.40602 -0.14075 0.197
H 2.75181 -1.73555 -1.66742 0.318
H 0.20435 -3.36287 1.45486 0.385
H 1.59987 -3.33925 2.55340 0.421
H -0.07324 -2.56293 4.41278 0.466
H -1.36294 -2.58516 3.21722 0.283
H -1.83883 -1.15104 5.20652 0.377
H -0.45948 -0.13629 4.79279 0.435
H -1.56501 0.55341 2.69273 0.241
H -2.50557 0.92427 4.12055 0.350
H -3.58147 -1.50387 3.54186 0.435
H -4.23472 0.01292 2.94385 0.420
H -3.95295 -1.84036 1.23078 0.416
H -2.21302 -1.60430 1.35184 -0.074
H -2.56891 0.83757 0.70233 0.291
H -3.52756 -1.35099 -1.21528 0.361
H -2.12481 -0.16544 -2.82109 0.259
H -1.77589 1.12821 -1.57143 0.294
```

---

| no. | E (eV) | strongest force on any atom (eV/A) |
| --- | --- | --- |
| 1 | -96739.75179 | 0.79 |
| 2 | -34307.18533 | 1.33 |
| 3 | -37063.94172 | 0.85 |
| 4 | -27297.38111 | 0.80 |